Entry 1:
Computed, not measured: a structure of composition C22H37ClOsP2, with the ωB97M-V functional and the def2-TZVPD basis.

```
63
Properties=species:S:1:pos:R:3:lowdin_charge:R:1
P 0.2426 -2.8494 -1.3237 1.05
P -0.1029 3.2463 -0.9869 0.93
C 0.6317 1.0112 -3.0389 -0.39
C 0.5878 2.4878 -2.6092 -0.33
H 1.6027 0.5186 -2.8254 0.01
H -0.1826 0.3947 -2.6350 0.00
H 1.6248 2.8505 -2.6218 0.08
H 0.0303 3.0380 -3.3891 0.06
C -1.3197 4.4429 -1.5512 -0.18
H -1.5229 5.1484 -0.7348 0.08
H -2.2491 3.9357 -1.8406 0.08
H -0.9140 4.9848 -2.4154 0.07
C 1.1825 4.1112 -0.1056 -0.19
H 1.0501 5.1853 -0.2986 0.08
H 2.1755 3.7962 -0.4641 0.06
H 1.1052 3.9292 0.9793 0.07
C -0.9057 -4.2763 -1.4727 -0.24
H -0.6098 -5.0896 -0.7968 0.08
H -0.8972 -4.6268 -2.5136 0.06
H -1.9165 -3.9335 -1.2292 0.06
C 1.7727 -3.7501 -1.8103 -0.23
H 2.6472 -3.1500 -1.5369 0.06
H 1.7810 -3.8994 -2.8983 0.06
H 1.8139 -4.7237 -1.2988 0.08
Os 0.7952 0.3568 -5.1205 1.53
C 0.5283 1.4386 -6.7160 -0.37
C -0.7037 1.3565 -5.8783 -0.36
C -1.8828 0.4977 -6.3256 -0.17
C -1.5588 -1.0124 -6.2626 -0.17
C -0.2165 -1.2697 -5.5687 -0.38
C 1.0427 -1.1610 -6.3389 -0.38
C 0.9468 -0.8224 -7.8198 -0.19
C 0.6207 0.6717 -8.0245 -0.18
C 0.5107 -2.8384 0.4907 -0.24
H 0.9745 2.4411 -6.7597 0.11
H -1.0028 2.3122 -5.4253 0.10
H -2.2201 0.7943 -7.3292 0.12
H -2.7194 0.7039 -5.6360 0.11
H -2.3478 -1.5019 -5.6684 0.11
H -1.5974 -1.4717 -7.2611 0.11
H -0.2622 -2.0843 -4.8341 0.08
H 1.8303 -1.8854 -6.1073 0.10
H 0.2167 -1.4657 -8.3298 0.11
H 1.9175 -1.0358 -8.2937 0.12
H 1.4426 1.1220 -8.6011 0.12
H -0.2999 0.7960 -8.6121 0.12
H 1.4524 -2.3152 0.7019 0.05
H 0.5370 -3.8660 0.8824 0.08
H -0.3129 -2.2780 0.9447 0.05
Cl 1.8786 0.9430 0.3779 0.74
C 0.7465 1.1742 1.6688 -0.62
C 1.1356 0.8711 2.9785 -0.09
C 0.1742 0.7836 3.9948 -0.05
C -1.1673 0.9940 3.6723 -0.06
C -1.5325 1.3633 2.3779 -0.03
C -0.5755 1.5495 1.3687 -0.29
C -1.0252 2.0108 -0.0054 -0.24
H 2.1875 0.6930 3.1991 0.12
H 0.4726 0.5456 5.0172 0.12
H -1.9434 0.8821 4.4336 0.12
H -2.5830 1.5329 2.1341 0.12
H -1.1920 1.1403 -0.6630 0.10
H -2.0095 2.4824 0.1199 0.10
```

As for the molar mass: 589.17 g/mol. The calculation puts the strongest force on any atom at 6.27 eV/Å. The multiplicity is 5. Its net charge is +2. For the energy above the lowest of the compared OMol25 structures with the same formula, charge and spin, the calculation gives 0.0 kJ/mol.

Entry 2:
Computed, not measured: a cluster of 5 separate species, C22H37FO4 in total, with the ωB97M-V functional and the def2-TZVPD basis.

```
64
Properties=species:S:1:pos:R:3:lowdin_charge:R:1
C 2.2745 1.4922 -3.3192 -0.15
C 3.2725 0.8922 -4.3388 -0.16
C 4.5412 0.6515 -3.5245 -0.21
O 4.4516 1.5201 -2.4034 -0.14
C 3.0876 1.5413 -2.0252 -0.21
H 1.3630 0.9067 -3.2290 0.09
H 2.0344 2.5093 -3.6311 0.11
H 3.4474 1.5420 -5.1949 0.10
H 2.9057 -0.0393 -4.7825 0.10
H 5.4350 0.9182 -4.0896 0.12
H 4.6452 -0.3904 -3.2019 0.12
H 2.9075 2.4162 -1.4035 0.12
H 2.8768 0.6613 -1.4007 0.10
C -4.2150 -1.2632 2.1142 -0.15
C -4.1881 -1.1789 0.5769 -0.15
C -5.2609 -0.1168 0.2317 -0.21
O -5.5996 0.5470 1.4260 -0.14
C -5.3724 -0.3352 2.5208 -0.19
H -3.2731 -0.8832 2.5136 0.09
H -4.3866 -2.2630 2.5039 0.10
H -4.4263 -2.1492 0.1391 0.10
H -3.2277 -0.8703 0.1713 0.08
H -6.1262 -0.5774 -0.2617 0.11
H -4.8547 0.6256 -0.4591 0.11
H -6.2850 -0.9214 2.6774 0.12
H -5.1351 0.2677 3.3924 0.12
C -1.5584 -1.1195 -4.1165 -0.15
C -1.4835 0.1313 -5.0055 -0.16
C -0.7258 -0.3431 -6.2447 -0.20
O -0.9896 -1.7397 -6.3309 -0.14
C -0.9107 -2.2111 -5.0080 -0.22
H -2.5811 -1.4244 -3.9102 0.10
H -0.9743 -1.0609 -3.1999 0.09
H -0.9945 0.9718 -4.5100 0.10
H -2.4793 0.4792 -5.2782 0.11
H 0.3567 -0.1681 -6.1733 0.11
H -1.0691 0.1116 -7.1733 0.12
H 0.1391 -2.3791 -4.7215 0.12
H -1.4030 -3.1825 -4.9572 0.12
C 3.0432 1.1319 5.4022 -0.17
C 3.5970 -0.1870 5.9408 -0.16
C 2.2945 -1.0099 6.0022 -0.19
O 1.2274 -0.0745 6.1741 -0.15
C 1.7715 1.2302 6.2294 -0.23
H 2.7943 0.9768 4.3513 0.10
H 3.7093 1.9892 5.4942 0.11
H 4.0797 -0.1301 6.9160 0.11
H 4.3271 -0.6279 5.2574 0.11
H 2.2924 -1.7421 6.8084 0.11
H 2.1134 -1.5078 5.0453 0.11
H 1.9629 1.5546 7.2593 0.12
H 1.0353 1.9274 5.8201 0.12
F 1.4216 -1.1892 -0.5098 0.04
C 0.6704 -0.4933 0.3750 -0.29
C -0.3988 0.2382 -0.0914 -0.03
C -1.1098 1.0381 0.7904 -0.08
C -0.7581 1.0599 2.1377 -0.09
C 0.2509 0.2222 2.5931 -0.07
C 0.9894 -0.5654 1.7151 -0.01
H -0.5860 0.2862 -1.1578 0.10
H -1.9279 1.6721 0.4737 0.11
H -1.2866 1.6767 2.8524 0.11
H 0.4955 0.1566 3.6488 0.09
H 1.7731 -1.2017 2.0997 0.11
```

As for the SMILES: Fc1ccccc1.C1CCOC1.C1CCOC1.C1CCOC1.C1CCOC1. As for the molar mass: 384.53 g/mol. The calculation puts the strongest force on any atom at 1.03 eV/Å. Its net charge is 0. For the energy above the lowest of the compared OMol25 structures with the same formula, charge and spin, the calculation gives 0.0 kJ/mol.